Formula: C32H22BrCl2HoN6O2S
Source: the Open Molecules 2025 dataset
Level of theory: wB97M-V/def2-TZVPD

The geometry in XYZ format:
```
67
Properties=species:S:1:pos:R:3:mulliken_charge:R:1
Ho -0.21037 -0.67247 0.28672 0.63
Cl 2.10884 -3.95902 -5.60681 -0.22
C 2.13721 -3.18644 -4.05429 0.07
C 1.03629 -2.42937 -3.67431 -0.63
C 0.99467 -1.81014 -2.43057 -0.13
N -0.05625 -0.98322 -1.97366 0.12
C -0.98506 -0.48086 -2.80750 0.18
O -1.17527 -0.72325 -3.99422 -0.76
C -1.86244 0.59176 -2.17029 0.55
C -3.00777 0.98764 -2.84256 -0.60
C -3.75493 2.02715 -2.32185 -0.38
C -3.32680 2.64752 -1.15701 -0.83
C -2.19034 2.16939 -0.53495 -0.14
N -1.47001 1.15125 -1.01823 -0.08
C 2.07930 -1.98192 -1.53726 0.31
C 3.19065 -2.70833 -1.95121 -1.06
C 3.21705 -3.31104 -3.20170 0.27
Cl 4.62278 -4.23502 -3.63680 -0.22
N 1.95598 -1.33808 -0.28900 0.05
C 2.85754 -1.50783 0.68125 0.17
O 3.83907 -2.25347 0.73334 -0.72
C 2.63152 -0.60539 1.89482 0.62
C 3.56155 -0.65812 2.92352 -0.61
C 3.42206 0.20681 3.99340 -0.44
C 2.35663 1.09524 4.00609 -0.91
C 1.45818 1.05597 2.95756 -0.20
N 1.57932 0.22090 1.92127 -0.05
H 0.21138 -2.31417 -4.35744 0.65
H -3.26080 0.48141 -3.76154 0.50
H -4.65636 2.35831 -2.82104 0.44
H -3.86761 3.47556 -0.72150 0.42
H -1.84735 2.60477 0.39347 0.53
H 4.03119 -2.82943 -1.28890 0.61
H 4.37673 -1.36074 2.82955 0.54
H 4.13789 0.19832 4.80516 0.45
H 2.21038 1.80057 4.81094 0.42
H 0.61021 1.72815 2.94399 0.55
Br -1.83645 0.72002 2.51086 -0.15
C -3.52284 -0.11469 2.15864 0.80
C -4.58727 0.35675 2.86165 -0.78
C -5.84450 -0.26047 2.66842 -0.55
C -5.95824 -1.30964 1.80692 -0.96
C -4.83804 -1.79706 1.08631 1.07
C -4.96430 -2.90255 0.20948 -0.93
C -3.87841 -3.35789 -0.47644 -1.12
C -2.62567 -2.71669 -0.32053 -0.43
C -2.41878 -1.63173 0.50118 0.18
C -3.56133 -1.18907 1.23312 0.26
H -4.47642 1.17692 3.55642 0.42
H -6.70458 0.10014 3.21636 0.40
H -6.91630 -1.79361 1.65917 0.37
H -5.93342 -3.37473 0.10162 0.35
H -3.97328 -4.20203 -1.14806 0.44
H -1.79839 -3.11236 -0.90980 0.27
C 1.46999 -5.12700 -0.31881 -0.66
N 2.10522 -4.80888 0.95361 0.43
C 3.34512 -5.26867 1.35948 -0.25
C 3.59349 -4.73664 2.57135 -0.66
N 2.49915 -3.95820 2.88334 0.26
C 1.58978 -3.98714 1.88924 -0.50
S 0.07418 -3.21085 1.86792 -0.25
H 1.25311 -6.19299 -0.36162 0.39
H 2.12455 -4.83212 -1.13815 0.28
H 0.54314 -4.56361 -0.37464 0.04
H 3.93565 -5.91963 0.74247 0.48
H 4.43925 -4.83653 3.22385 0.43
H 2.35525 -3.40496 3.71113 0.29
```

Results
HOMO level (spin up / spin down), eV: -7.3 / -7.3
Spin multiplicity: 5
Relative energy (zero: lowest compared OMol25 entry of this formula, charge and spin), eV: 0.911
Kohn-Sham gap (spin up / spin down), eV: 7.137 / 7.150

---

Formula: C32H22BrF4IN2O2PPd
Source: the Open Molecules 2025 dataset
Level of theory: wB97M-V/def2-TZVPD

The geometry in XYZ format:
```
66
Properties=species:S:1:pos:R:3:mulliken_charge:R:1
Pd 0.34669 -1.15101 -1.36975 0.09
C -4.22396 -1.84594 -2.03898 -1.29
C -3.76990 -0.41995 -2.15457 1.06
N -4.66727 0.53590 -2.18836 -0.65
C -4.25012 1.82087 -2.32262 -1.14
C -2.94057 2.19637 -2.41123 0.67
C -2.60366 3.66258 -2.50626 -0.89
O -1.77821 3.99083 -3.62291 -0.54
C -1.95196 1.18233 -2.34464 -0.41
C -0.56664 1.58729 -2.38712 -0.88
N 0.45475 0.91701 -1.97150 0.35
C 1.71743 1.58762 -1.90804 0.23
C 1.79809 2.95212 -1.62606 0.01
C 3.01988 3.59371 -1.52107 -1.01
C 4.20227 2.88319 -1.67685 -0.62
C 4.14857 1.52195 -1.92812 -0.57
C 2.91699 0.89692 -2.03229 0.00
I 2.93860 -1.16195 -2.37081 0.12
C -2.36429 -0.15058 -2.22748 0.82
O -1.54633 -1.16986 -2.20982 -1.06
H -5.30894 -1.87411 -1.97450 0.36
H -3.79140 -2.33162 -1.15982 0.25
H -3.89430 -2.42714 -2.90209 0.33
H -5.03203 2.57225 -2.34589 0.38
H -2.04884 3.98687 -1.62604 0.32
H -3.53230 4.23348 -2.52389 0.42
H -2.28170 3.84679 -4.43099 0.34
H -0.39253 2.58297 -2.78738 1.51
H 0.88796 3.51464 -1.45703 0.50
H 3.04487 4.65360 -1.30203 0.39
H 5.16131 3.37775 -1.59122 0.44
H 5.05987 0.94869 -2.03719 0.44
F 0.59658 -6.88254 2.79494 -0.27
C 0.59674 -5.63395 2.37071 0.63
C 0.79600 -4.59905 3.26208 0.25
F 0.98767 -4.86085 4.54358 -0.27
C 0.79080 -3.29652 2.80229 0.33
F 0.97778 -2.33702 3.70764 -0.36
C 0.60161 -2.98388 1.46298 -0.37
P 0.54932 -1.24085 0.92687 1.87
C -0.84918 -0.48744 1.77549 0.40
C -0.74208 0.17268 2.99793 -0.04
C -1.87784 0.71214 3.58432 -0.72
C -3.11362 0.59429 2.95852 -0.64
C -3.22337 -0.06435 1.74049 -0.63
C -2.09119 -0.60220 1.14774 -0.08
C 2.06789 -0.45423 1.47936 0.57
C 3.22441 -1.19106 1.71853 -0.72
C 4.42003 -0.53713 1.97826 -0.79
C 4.46797 0.85084 1.98585 -0.59
C 3.31950 1.58942 1.73075 -0.81
C 2.12117 0.94086 1.47171 -0.46
C 0.39773 -4.05144 0.58748 -0.28
Br 0.06979 -3.82600 -1.26395 -0.05
C 0.39356 -5.35622 1.03129 0.34
F 0.19470 -6.37057 0.19836 -0.30
H 0.21690 0.26211 3.49337 0.43
H -1.79774 1.22207 4.53657 0.43
H -3.99493 1.01862 3.42359 0.42
H -4.18462 -0.15178 1.24756 0.48
H -2.16927 -1.11193 0.19486 -0.18
H 3.19857 -2.27447 1.70233 0.46
H 5.31547 -1.11257 2.17611 0.45
H 5.40209 1.35774 2.19470 0.44
H 3.35657 2.67151 1.73279 0.46
H 1.22867 1.52018 1.26146 0.59
```

Results
HOMO level (spin up / spin down), eV: -10.7 / -10.8
Spin multiplicity: 3
Total charge: +1
Kohn-Sham gap (spin up / spin down), eV: 7.445 / 6.010

---

Formula: C32H22BrIrN6O4
Source: the Open Molecules 2025 dataset
Level of theory: wB97M-V/def2-TZVPD

The geometry in XYZ format:
```
66
Properties=species:S:1:pos:R:3:mulliken_charge:R:1
Ir 0.08283 -0.00206 -0.00945 2.08
C -1.49256 0.73986 -3.89744 -1.11
C -2.41570 1.76777 -3.75015 -0.48
C -2.59281 2.32335 -2.50370 -0.49
C -1.85539 1.86160 -1.41527 0.46
N -1.01766 0.81593 -1.55696 0.19
C -0.82602 0.29053 -2.78461 -0.12
N -2.03766 2.55005 -0.22707 -0.55
C -1.39976 2.37511 0.85505 0.21
N -0.31173 1.51702 1.10253 -0.12
C 0.01761 1.58833 2.46482 0.21
N 0.89376 0.91751 3.08952 -0.55
C 1.58531 -0.18538 2.62110 0.41
C 2.51277 -0.73508 3.50383 -0.45
C 3.22360 -1.86310 3.16205 -0.47
C 2.99594 -2.44481 1.92184 -1.06
C 2.07504 -1.86466 1.08164 -0.16
N 1.38224 -0.75398 1.41262 0.10
C -0.85652 2.59586 3.08983 0.27
C -0.95374 3.01086 4.40271 -0.32
C -1.94287 3.93865 4.70585 -0.63
C -2.79637 4.43203 3.71933 -0.63
C -2.69328 4.00308 2.40151 -0.28
C -1.71394 3.07365 2.11446 0.31
H -1.29439 0.28684 -4.85772 0.48
H -2.98105 2.12706 -4.59962 0.43
H -3.28245 3.13363 -2.32009 0.55
H -0.11883 -0.52194 -2.84786 0.42
H 2.63183 -0.24410 4.45827 0.56
H 3.93991 -2.29204 3.85020 0.43
H 3.52545 -3.32868 1.59729 0.49
H 1.88238 -2.26567 0.09760 0.46
H -0.29020 2.61820 5.16163 0.54
H -2.06402 4.27768 5.72587 0.42
H -3.55786 5.14996 3.99287 0.42
H -3.35663 4.36731 1.62857 0.54
C -2.01367 -2.70571 2.77182 -1.93
C -1.69137 -2.14032 1.42230 0.84
O -1.28868 -0.95949 1.39161 -0.55
C -1.85720 -2.94565 0.24101 1.03
C -2.79588 -3.99573 0.20924 -0.85
C -3.02093 -4.70434 -0.94193 -0.93
C -2.29286 -4.37982 -2.09508 -0.57
C -1.36048 -3.36799 -2.08183 -0.83
C -1.11833 -2.63932 -0.90947 0.12
O -0.16442 -1.72894 -0.93043 -0.16
H -1.58731 -2.06453 3.53944 0.36
H -1.62557 -3.71871 2.86218 0.44
H -3.09537 -2.73980 2.91953 0.46
H -3.37541 -4.21990 1.09568 0.42
H -3.75668 -5.49542 -0.95981 0.42
H -2.46534 -4.93217 -3.00990 0.45
H -0.77170 -3.12347 -2.95652 0.49
Br 4.57432 4.31904 -3.40680 -0.16
C 4.38102 2.44505 -3.44691 -0.18
C 5.18002 1.68118 -4.28730 -0.14
N 5.07781 0.35706 -4.35666 -0.60
C 4.18291 -0.25435 -3.58748 -0.35
C 3.34767 0.43649 -2.71556 0.34
C 3.44844 1.81994 -2.64660 -0.14
C 2.37690 -0.33964 -1.88047 0.51
O 2.34521 -1.54379 -1.92762 -0.68
O 1.61359 0.47586 -1.14159 -0.79
H 5.92318 2.14926 -4.92160 0.39
H 4.12063 -1.33222 -3.65815 0.50
H 2.81225 2.38709 -1.98214 0.54
```

Results
HOMO level (spin up / spin down), eV: -11.3 / -11.3
Spin multiplicity: 2
Total charge: +1
Relative energy (zero: lowest compared OMol25 entry of this formula, charge and spin), eV: 0.730
Kohn-Sham gap (spin up / spin down), eV: 7.569 / 5.877